{
  "formula": "C23H47Br20FO3Si",
  "method": "wB97M-V/def2-TZVPD",
  "elements": ["C", "H", "Br", "C", "Br", "H", "H", "H", "Br", "H", "Br", "Br", "H", "C", "H", "C", "Br", "Br", "Br", "H", "H", "H", "Br", "C", "H", "H", "H", "Br", "H", "H", "C", "H", "H", "C", "H", "H", "C", "H", "C", "Br", "C", "H", "Br", "H", "H", "C", "Br", "H", "C", "H", "H", "H", "C", "C", "H", "H", "C", "H", "H", "Br", "H", "C", "Br", "C", "H", "H", "Br", "H", "C", "H", "H", "H", "Br", "C", "H", "C", "Br", "Br", "H", "O", "C", "O", "H", "H", "C", "C", "H", "H", "Br", "F", "H", "Si", "H", "O", "H"],
  "coordinates": [[-1.327, 4.220, 3.884], [7.905, -0.161, -5.024], [4.075, -0.008, -4.949], [-2.035, -0.451, -4.078], [-1.601, 5.958, -3.456], [-10.318, -1.047, 2.432], [-9.099, -2.150, 1.768], [-0.749, -7.592, -2.171], [-2.340, 4.094, 5.538], [5.983, 1.191, -3.925], [6.949, -1.470, -3.162], [2.748, 4.073, 3.443], [4.992, 0.785, -0.378], [6.708, 2.044, -0.860], [3.889, 3.584, 7.070], [2.122, -0.400, -2.213], [-5.983, 0.012, -1.207], [-2.872, -8.862, -2.410], [-1.962, -5.678, -4.048], [-5.148, -1.840, 0.198], [6.661, -1.272, -5.625], [-2.650, 3.841, -4.229], [5.608, 3.208, -1.977], [5.869, 1.221, 0.077], [2.883, -2.003, 3.853], [7.410, 2.688, -0.342], [-1.503, -2.495, -4.583], [-0.030, 1.653, 3.982], [2.499, -0.607, -3.215], [-0.459, -1.409, 3.746], [-4.621, -1.014, -0.273], [-1.899, 0.245, -3.257], [1.027, -1.751, 0.590], [5.918, 0.606, -4.834], [-10.210, -1.183, -0.156], [1.899, 4.015, 5.762], [-9.591, -0.531, 0.456], [2.905, -0.211, 3.886], [4.007, 3.723, 5.998], [1.194, 1.655, -0.381], [-3.913, -0.194, 0.762], [-1.425, 2.231, -2.608], [-1.252, -2.371, -2.112], [-0.908, 3.047, 2.144], [6.470, 0.433, 0.526], [2.329, -1.100, 4.105], [5.166, 2.256, 1.563], [1.136, -0.836, -2.088], [-1.280, 2.904, 3.157], [-0.341, 4.587, 4.144], [4.398, 4.715, 5.801], [-8.648, -0.350, -0.047], [2.166, 1.085, -1.974], [6.896, -0.534, -4.867], [1.747, -3.016, 5.364], [-2.239, 2.401, 3.123], [-2.285, -6.066, -2.171], [-1.846, 4.963, 3.283], [0.573, 0.331, 2.490], [0.119, 2.843, -4.444], [2.448, 2.406, 5.268], [2.706, 3.458, 5.293], [-3.926, -0.890, -4.132], [0.145, -3.374, 1.537], [-1.728, -7.510, -0.695], [-3.355, -5.981, -2.014], [5.381, 2.457, 5.462], [7.247, 1.400, -1.551], [-2.185, 4.112, -3.288], [-3.953, -1.401, -1.037], [-3.318, -0.832, 1.406], [-1.822, 0.051, -5.018], [-10.533, 1.169, 0.507], [-1.189, -1.685, -3.934], [-4.588, 0.405, 1.363], [-9.417, -1.112, 1.832], [3.302, -1.367, -1.011], [-2.644, 1.044, -0.051], [-0.416, 3.608, -2.135], [-1.019, -3.330, 1.264], [-1.047, 3.202, -2.917], [1.263, -2.293, 5.790], [2.089, -2.669, 1.632], [-0.142, -1.455, -4.122], [1.094, -2.258, 1.542], [-1.742, -7.411, -1.777], [-1.775, -5.275, -1.626], [-2.933, 4.114, -2.499], [-8.014, -0.206, 2.826], [0.693, -4.561, 1.862], [1.673, 1.599, -2.796], [0.753, -1.041, 2.996], [3.177, 1.460, -1.851], [2.001, -1.098, 5.485], [6.057, 1.254, -5.695]],
  "e_lumo_ev": 0.138,
  "e_homo_ev": -9.153,
  "max_force_ev_per_a": 2.88,
  "homo_lumo_gap_ev": 9.29,
  "energy_ev": -1442198.93389
}

***

{
  "formula": "C23H47ClN4O13PS3",
  "method": "wB97M-V/def2-TZVPD",
  "elements": ["H", "H", "C", "H", "O", "H", "C", "C", "C", "H", "H", "C", "O", "H", "N", "C", "O", "H", "H", "O", "H", "H", "C", "H", "H", "H", "H", "C", "C", "O", "O", "H", "H", "C", "H", "H", "C", "C", "C", "H", "O", "H", "H", "O", "O", "S", "N", "N", "S", "O", "C", "H", "Cl", "H", "H", "H", "H", "P", "H", "H", "C", "H", "H", "H", "H", "H", "H", "H", "H", "N", "H", "S", "C", "C", "O", "C", "C", "C", "H", "H", "C", "H", "H", "H", "H", "H", "C", "H", "O", "H", "O", "C"],
  "coordinates": [[2.662, 2.354, 2.373], [-0.329, -1.600, 1.980], [5.360, 1.379, -0.992], [3.617, -3.677, -1.751], [2.509, -1.173, -3.424], [4.722, 4.297, -0.183], [2.008, -1.983, 0.344], [3.749, 1.429, -1.292], [3.156, -6.668, 0.754], [0.835, -3.180, -2.641], [4.436, -5.102, -0.319], [2.711, -5.767, -1.821], [2.502, 6.612, 1.282], [1.781, 0.039, -5.033], [1.391, -3.456, -1.776], [1.497, -0.207, -3.914], [-7.964, 1.511, 1.402], [-2.433, -2.972, -0.211], [3.705, -6.257, 1.716], [-5.521, 1.039, 1.690], [-0.215, -0.562, -1.840], [-6.393, 2.660, -0.468], [-3.188, -2.059, -0.078], [1.443, 0.730, -3.214], [3.472, 1.785, -2.393], [-9.610, 1.511, 2.594], [-0.732, 0.431, 3.682], [-3.042, -1.001, -1.349], [-0.036, -0.842, -3.963], [0.205, -2.126, 2.671], [0.359, -4.364, 0.987], [-8.856, -0.071, 2.408], [2.008, -6.371, 0.722], [3.049, 0.003, -0.885], [-5.095, -0.889, -1.286], [2.813, -4.010, -3.422], [4.350, 4.983, 0.582], [2.077, 1.338, 2.148], [3.071, 0.100, 1.741], [-0.291, -3.878, 0.367], [1.743, 0.218, 4.541], [3.290, 2.257, -0.566], [-0.585, -0.266, -4.846], [3.327, 6.737, -1.082], [-7.026, -0.655, 0.559], [2.709, -3.796, 2.951], [1.919, -2.298, -1.159], [-0.814, -0.557, -2.695], [2.911, 5.793, -0.068], [5.983, 2.408, -0.389], [-8.645, 0.996, 2.537], [-6.931, 0.695, 3.829], [6.299, -0.180, -1.473], [-3.045, -1.525, 0.977], [1.642, -6.172, -1.563], [-0.045, -1.984, -4.281], [1.553, 8.206, 2.113], [1.350, -3.112, 1.738], [4.172, 0.548, 1.639], [3.129, -6.356, -2.772], [1.239, 0.879, 3.495], [-4.266, -2.560, -0.026], [-8.453, 0.945, 4.691], [3.168, -7.853, 0.830], [-1.564, -2.584, -2.305], [-7.342, 1.387, -1.314], [5.107, 5.733, 0.815], [3.166, -0.742, 2.576], [1.721, 8.302, 0.361], [2.714, -0.616, 0.457], [-5.564, 1.240, -1.166], [-6.654, 0.711, 0.850], [-1.988, -1.493, -2.506], [-6.477, 1.593, -0.682], [1.904, 4.784, -0.323], [2.663, -4.184, -2.258], [1.504, 7.619, 1.189], [2.517, -1.120, -1.954], [1.305, 1.482, 1.269], [4.067, 4.422, 1.475], [0.116, 7.019, 1.058], [-7.620, 2.313, 3.911], [-2.545, -1.551, -3.551], [0.005, 6.484, 0.111], [4.653, -6.861, -0.972], [-0.649, 7.799, 1.093], [-7.872, 1.252, 3.817], [-2.770, 0.068, -0.926], [-0.181, 1.269, 3.557], [-0.071, 6.298, 1.860], [-4.385, -0.895, -1.992], [3.830, -6.081, -0.620]],
  "e_lumo_ev": -4.691,
  "total_charge": 1,
  "e_homo_ev": -12.139,
  "max_force_ev_per_a": 9.59,
  "homo_lumo_gap_ev": 7.45,
  "energy_ev": -111488.02450
}

***

{
  "formula": "C23H47F2N2PSi",
  "method": "wB97M-V/def2-TZVPD",
  "elements": ["C", "H", "C", "H", "H", "H", "C", "H", "H", "H", "H", "Si", "C", "C", "F", "N", "H", "C", "C", "H", "H", "C", "C", "C", "H", "H", "H", "H", "H", "H", "H", "H", "H", "C", "H", "H", "H", "H", "H", "H", "H", "H", "C", "H", "C", "H", "C", "H", "C", "H", "C", "H", "H", "N", "H", "H", "C", "H", "H", "C", "C", "H", "C", "P", "H", "F", "H", "H", "H", "H", "C", "H", "C", "C", "H", "H"],
  "coordinates": [[-3.426, 1.649, -1.832], [1.716, 3.388, -1.732], [0.344, 3.208, 1.725], [-2.098, -2.941, -3.635], [-0.754, -2.774, -8.072], [-1.247, -3.450, -5.725], [-2.175, 2.224, -1.633], [-1.250, -0.018, -4.064], [-2.141, 0.206, -6.179], [-0.383, -0.048, 6.230], [4.181, -1.597, 7.350], [-0.077, 3.493, -0.093], [-2.157, -1.868, -3.452], [1.711, -2.001, 4.798], [2.028, 0.457, 1.430], [-0.896, -1.350, -5.619], [0.673, 2.030, -2.002], [0.607, 0.397, 6.128], [2.386, -2.807, 7.028], [0.359, -2.940, -5.228], [2.758, -1.374, 3.020], [-2.702, 2.666, 0.667], [-4.312, 1.572, -0.762], [1.177, 2.587, -1.221], [-1.501, 2.255, -2.476], [-0.111, -1.283, -3.712], [2.686, 2.345, 0.287], [-2.439, 3.055, 1.638], [2.167, -3.815, 6.666], [2.657, -0.039, 6.597], [-3.057, -2.657, -6.831], [0.173, 5.599, -1.455], [-1.047, 5.762, -0.178], [1.887, 0.397, 0.077], [3.066, 1.561, -1.222], [0.647, 5.805, 0.231], [-3.705, 1.263, -2.797], [1.642, -3.063, 4.551], [-1.483, -0.707, -7.497], [0.489, -3.856, -7.460], [4.322, -3.273, 7.866], [-3.157, -1.526, -3.718], [-3.952, 2.082, 0.481], [1.994, -2.776, 8.051], [-0.079, 5.339, -0.433], [0.602, 1.361, 6.638], [3.906, -2.621, 7.095], [3.838, -1.977, 4.265], [-0.460, -2.702, -5.912], [-0.270, 3.876, 2.325], [-3.231, -1.597, -6.640], [0.083, 2.185, 1.982], [-3.862, -1.509, -5.756], [1.614, -1.864, 6.241], [3.120, -0.369, 4.413], [0.810, -2.121, -7.563], [-1.788, 2.732, -0.390], [1.392, 3.381, 1.932], [0.816, -1.553, 4.358], [1.669, -0.505, 6.742], [2.262, 1.754, -0.518], [1.502, -0.543, 7.822], [2.932, -1.396, 4.096], [0.220, -0.312, -0.395], [-3.801, -1.204, -7.484], [2.833, -0.512, -0.353], [0.793, 0.588, 5.070], [-0.426, -0.373, 0.849], [4.392, -2.884, 6.156], [-4.648, 2.019, 1.305], [-1.919, -0.815, -6.500], [-5.276, 1.110, -0.916], [0.047, -2.866, -7.337], [-1.071, -1.089, -4.202], [-2.041, -1.710, -2.377], [0.443, -1.656, -0.738]],
  "e_lumo_ev": 0.672,
  "smiles": "C[Si](C)(CCC(F)(F)P)c1ccccc1.CCN(CC)CC.CCN(CC)CC",
  "e_homo_ev": -7.973,
  "max_force_ev_per_a": 1.82,
  "homo_lumo_gap_ev": 8.64,
  "energy_ev": -50194.64897
}

***

{
  "formula": "C23H48BrFNO14PS6",
  "method": "wB97M-V/def2-TZVPD",
  "elements": ["P", "H", "H", "O", "H", "C", "H", "C", "H", "H", "C", "S", "H", "H", "H", "H", "H", "O", "O", "O", "H", "H", "O", "H", "C", "C", "C", "C", "C", "H", "C", "H", "O", "H", "N", "H", "H", "H", "S", "H", "H", "H", "C", "S", "S", "C", "H", "H", "H", "C", "C", "O", "O", "H", "H", "C", "O", "H", "H", "C", "H", "H", "H", "C", "C", "O", "O", "H", "O", "H", "H", "H", "H", "S", "H", "H", "H", "O", "H", "S", "C", "C", "H", "C", "H", "C", "Br", "F", "H", "C", "H", "C", "H", "H", "O"],
  "coordinates": [[3.980, 8.123, -1.454], [-7.449, -0.023, -5.267], [4.625, -0.351, -2.408], [3.198, 3.288, -0.040], [-2.299, -5.232, -1.041], [-4.699, -0.313, -7.310], [-0.998, -3.238, 1.569], [-2.242, -4.350, -3.042], [-4.337, 0.652, -7.658], [1.870, 6.983, -0.201], [-6.423, 0.141, -5.595], [-3.924, -0.642, -5.722], [5.623, -0.110, -0.973], [-2.951, -4.331, -3.872], [0.011, -4.448, 3.343], [2.502, 0.934, 1.004], [-6.621, -1.299, -7.192], [0.651, -4.175, 6.648], [1.196, -0.692, 1.549], [1.320, -2.876, 0.308], [-0.027, -1.271, 8.768], [-1.044, -2.142, 6.443], [4.491, 5.098, -3.758], [-2.676, -2.785, 8.955], [-2.967, -4.741, -1.746], [-6.211, -0.297, -7.050], [2.654, 5.811, -1.878], [1.261, -2.840, 4.051], [-1.589, -2.828, 7.092], [-4.407, -1.092, -8.010], [-5.438, -0.677, -4.765], [4.128, 0.387, 1.467], [6.171, 6.631, -2.909], [1.979, 5.258, 0.035], [4.035, 6.337, -1.533], [2.567, -0.168, -1.078], [-3.553, -1.893, -2.956], [3.028, -2.144, 2.937], [-3.512, -3.199, -0.999], [-6.720, 0.365, -7.749], [-0.812, -2.989, -2.152], [-5.252, -0.264, -3.777], [3.503, 0.736, 0.647], [-0.465, -4.141, 7.563], [5.115, 5.719, -2.640], [3.507, -0.244, -0.530], [-0.839, -1.770, 10.246], [3.598, -1.273, -0.188], [1.688, -3.463, 4.827], [0.054, -3.404, 9.119], [-1.662, -2.945, -2.838], [5.461, 2.508, 0.731], [-1.232, -5.326, 7.843], [2.470, -3.786, 2.510], [1.137, -3.305, 9.114], [-1.963, -2.161, 8.412], [-3.159, 0.513, -5.329], [6.003, 8.032, -0.737], [-6.202, 1.205, -5.492], [4.584, 1.669, -1.610], [-1.467, -5.074, -3.290], [5.502, 2.126, -1.966], [-2.424, -1.188, 8.249], [-0.086, -3.383, 3.557], [0.212, 5.861, -0.996], [-4.950, -3.108, -1.065], [-3.336, -1.961, -5.730], [-0.292, 6.818, -0.892], [3.528, 8.646, -2.933], [-3.837, -5.366, -1.929], [2.602, 8.877, -2.819], [-5.754, -1.717, -4.685], [-1.014, -1.717, 2.486], [4.219, 2.265, 0.039], [-2.438, -3.254, 6.561], [-0.866, -3.272, 4.307], [-2.437, -1.207, -1.742], [-2.810, -3.018, 0.250], [1.132, -1.833, 4.458], [1.104, -2.134, 1.528], [2.159, -2.788, 2.816], [-0.450, -2.623, 2.274], [3.751, 1.949, -2.255], [-0.656, -2.047, 9.209], [-1.320, -2.510, -3.775], [1.717, 6.026, -0.692], [-0.233, 5.110, -2.731], [5.710, 4.568, -1.770], [-0.235, 5.202, -0.260], [4.674, 0.155, -1.445], [-0.253, -4.075, 9.918], [-2.783, -2.120, -2.221], [2.758, 4.740, -2.007], [2.328, 6.280, -2.802], [5.508, 8.609, -1.330]],
  "e_lumo_ev": 0.363,
  "smiles": "O=S(=O)(F)N(CCCBr)P(O)O.O=S1(=O)CCCC1.O=S1(=O)CCCC1.O=S1(=O)CCCC1.O=S1(=O)CCCC1.O=S1(=O)CCCC1",
  "e_homo_ev": -8.920,
  "max_force_ev_per_a": 2.27,
  "homo_lumo_gap_ev": 9.28,
  "energy_ev": -201844.29323
}

***

{
  "formula": "C23H48N6OPS2",
  "method": "wB97M-V/def2-TZVPD",
  "elements": ["N", "C", "C", "N", "H", "C", "C", "H", "H", "H", "C", "H", "C", "P", "C", "H", "H", "C", "H", "N", "N", "H", "H", "C", "H", "H", "C", "H", "H", "H", "H", "H", "H", "H", "H", "C", "H", "H", "C", "H", "H", "H", "H", "C", "H", "C", "H", "H", "H", "H", "C", "C", "H", "H", "C", "C", "C", "C", "H", "N", "C", "C", "H", "H", "H", "H", "H", "H", "O", "C", "S", "H", "S", "H", "H", "H", "N", "H", "H", "H", "H"],
  "coordinates": [[1.512, 1.443, 6.653], [-0.914, -2.003, -6.676], [2.958, 0.235, 2.518], [2.388, 1.041, 5.627], [-1.919, -2.414, -6.206], [0.291, -2.231, -5.564], [-0.266, -1.704, -4.104], [-0.209, -1.742, 9.975], [4.780, 0.045, 4.676], [1.073, -2.117, -2.303], [-1.648, 3.268, -1.346], [-1.050, 0.333, -6.262], [1.708, -0.178, -0.247], [0.574, 0.231, 9.283], [-1.065, -0.432, -7.159], [-3.127, 0.807, -1.218], [4.143, -2.259, 7.348], [-2.402, -0.184, -8.119], [3.821, -3.019, 9.774], [2.578, -0.765, 7.191], [2.961, -0.201, 5.966], [-0.245, 1.422, 9.401], [-4.515, -0.548, -4.064], [-4.735, 1.305, -2.755], [-6.358, -0.303, -3.397], [1.120, 2.686, -2.143], [1.597, 0.285, 7.666], [-2.426, 0.942, -8.475], [-4.064, 0.479, -6.600], [3.767, 1.023, 2.873], [2.384, -2.967, 7.385], [1.284, -1.676, -5.848], [-4.929, -0.978, -2.264], [-0.111, -0.207, -7.833], [-5.297, 1.542, -1.746], [3.922, -0.745, 4.906], [4.818, -1.198, 10.300], [1.854, -1.145, 3.961], [-3.825, -0.433, -7.302], [-1.351, 2.279, -3.440], [0.718, 3.756, 0.203], [-2.956, 3.249, -3.224], [0.952, 2.129, 1.124], [2.977, -1.056, 3.569], [-4.923, 2.083, -3.609], [-2.232, 2.484, -2.662], [-3.819, -1.458, -6.692], [0.809, 0.967, -3.447], [-0.434, 0.283, -2.200], [-0.961, -2.529, -3.620], [1.006, -1.286, -3.126], [-0.993, 2.305, -0.193], [4.360, -1.791, 5.229], [-0.661, -2.634, -7.647], [-3.130, 1.152, -2.337], [3.215, -2.062, 9.424], [0.620, 2.572, 0.078], [3.050, -2.073, 7.790], [-0.930, -0.734, -4.228], [1.684, 0.692, -1.480], [1.591, 2.166, -1.176], [-5.214, -0.244, -3.161], [-1.548, 2.585, 0.826], [3.248, -2.070, 3.039], [2.644, 2.685, -1.029], [1.995, -1.338, -3.752], [-2.332, -0.851, -9.099], [-4.709, -0.547, -8.087], [3.948, -0.875, 9.918], [0.690, 0.229, -2.520], [0.441, -1.144, 0.349], [-2.705, 0.283, -3.032], [3.341, -0.252, 0.743], [-2.472, 4.026, -0.930], [-1.163, 1.157, -0.342], [2.166, -2.120, 9.954], [-0.415, -1.069, 9.182], [1.465, 0.137, 10.417], [1.858, 0.697, 2.504], [0.506, -3.396, -5.457], [-0.768, 3.975, -1.735]],
  "e_lumo_ev": -4.983,
  "total_charge": 1,
  "smiles": "CCCCCCCCN(CCCCCCCC)C(=S)SCCCn1nnc([PH2]=N)[n+]1CCO",
  "e_homo_ev": -10.441,
  "max_force_ev_per_a": 7.41,
  "homo_lumo_gap_ev": 5.46,
  "e_above_lowest_kcal_mol": 309.02,
  "energy_ev": -66553.92865
}